No. 1
# C2H9N2P

A single C2H9N2P molecule (ωB97M-V with the def2-TZVPD basis set, the OMol25 dataset).

As for the SMILES: NCCPN. As for the HOMO-LUMO gap: 9.4 eV. Its total charge is 0. Its energy above the lowest of the compared OMol25 structures with the same formula, charge and spin is 3.2 kcal/mol. As for the LUMO energy: 0.892 eV. The spin multiplicity is 1.

Geometry (Å):
N (1.762, -0.814, 0.178)
C (1.092, 0.446, 0.432)
C (0.025, 0.879, -0.599)
P (-1.289, -0.329, -1.090)
N (-2.370, -0.289, 0.303)
H (1.254, -1.607, 0.538)
H (1.968, -0.943, -0.803)
H (1.857, 1.221, 0.434)
H (0.632, 0.439, 1.416)
H (0.505, 1.207, -1.519)
H (-0.486, 1.756, -0.203)
H (-0.625, -1.558, -0.850)
H (-2.251, 0.591, 0.796)
H (-2.075, -1.000, 0.966)

Partial charges, Mulliken, in e:
1. N -0.5639
2. C -0.5497
3. C -0.7463
4. P 0.1369
5. N -0.6587
6. H 0.2687
7. H 0.2358
8. H 0.2871
9. H 0.3302
10. H 0.3948
11. H 0.3468
12. H -0.0310
13. H 0.2849
14. H 0.2645

No. 2
# C14H31BNO4

2 unconnected molecules or ions with the total composition C14H31BNO4 (ωB97M-V with the def2-TZVPD basis set, the OMol25 dataset).

As for the HOMO-LUMO gap: 7.9 eV. Its total charge is +1. As for the LUMO energy: -3.451 eV. The spin multiplicity is 1.

Geometry (Å):
C (5.253, -1.866, 2.058)
C (4.645, -2.072, 0.663)
O (4.529, -0.865, -0.078)
C (3.463, -0.032, 0.363)
B (2.086, -0.224, -0.362)
C (1.887, -1.352, -1.422)
C (0.883, 0.693, 0.086)
C (0.057, -0.065, 1.149)
C (-1.206, 0.706, 1.536)
C (-2.056, 0.124, 2.670)
C (-2.428, -1.352, 2.490)
O (-3.238, -1.469, 1.288)
C (-2.714, -2.029, 0.180)
C (-2.134, -3.410, 0.351)
O (-2.835, -1.486, -0.882)
H (5.633, -0.844, 2.141)
H (6.093, -2.544, 2.222)
H (4.534, -2.028, 2.866)
H (5.269, -2.727, 0.052)
H (3.656, -2.551, 0.743)
H (3.795, 1.011, 0.231)
H (3.315, -0.127, 1.454)
H (0.980, -1.255, -2.028)
H (2.768, -1.463, -2.064)
H (1.808, -2.310, -0.883)
H (1.205, 1.655, 0.505)
H (0.217, 0.897, -0.769)
H (0.673, -0.229, 2.044)
H (-0.190, -1.052, 0.754)
H (-0.877, 1.712, 1.829)
H (-1.840, 0.836, 0.652)
H (-1.544, 0.258, 3.631)
H (-3.001, 0.672, 2.729)
H (-3.036, -1.715, 3.318)
H (-1.546, -1.997, 2.418)
H (-2.426, -3.867, 1.295)
H (-1.042, -3.361, 0.295)
H (-2.472, -4.022, -0.488)
C (-2.918, 1.595, -1.737)
C (-2.218, 2.891, -1.602)
O (-2.146, 3.653, -0.708)
N (-1.387, 3.280, -2.860)
C (-2.025, 4.430, -3.593)
H (-3.673, 1.513, -0.961)
H (-3.377, 1.471, -2.719)
H (-2.189, 0.791, -1.594)
H (-1.253, 2.484, -3.484)
H (-0.473, 3.572, -2.507)
H (-3.017, 4.128, -3.915)
H (-1.408, 4.679, -4.452)
H (-2.081, 5.263, -2.901)

Partial charges, Mulliken, in e:
1. C -1.2074
2. C -0.0462
3. O -0.4061
4. C -0.7035
5. B 0.3602
6. C -1.0530
7. C -0.2661
8. C 0.0853
9. C -0.0153
10. C -1.0223
11. C -0.5949
12. O -0.3435
13. C 0.8007
14. C -1.0272
15. O -0.5589
16. H 0.3036
17. H 0.3491
18. H 0.3292
19. H 0.4313
20. H 0.0935
21. H 0.2959
22. H 0.3712
23. H 0.3135
24. H 0.3246
25. H 0.2902
26. H 0.3418
27. H -0.2854
28. H 0.3707
29. H -0.1960
30. H 0.6213
31. H -0.4991
32. H 0.3737
33. H 0.3959
34. H 0.3851
35. H 0.3648
36. H 0.3622
37. H 0.2360
38. H 0.3717
39. C -1.0120
40. C 0.6253
41. O -0.4308
42. N -0.1959
43. C -0.8461
44. H 0.3604
45. H 0.4169
46. H 0.2745
47. H 0.4135
48. H 0.3850
49. H 0.3401
50. H 0.3629
51. H 0.3597

No. 3
# C48H30Cl4N4OsS2

A molecular structure, C48H30Cl4N4OsS2 (ωB97M-V with the def2-TZVPD basis set, the OMol25 dataset).

As for the HOMO-LUMO gap (spin up / spin down): 5.7 / 5.7 eV. Its total charge is 0. As for the LUMO energy (spin up / spin down): -1.145 / -1.148 eV. The spin multiplicity is 1.

Geometry (Å):
Os (0.098, -0.120, -0.347)
Cl (-6.883, 1.509, 5.875)
C (-5.609, 1.197, 4.734)
C (-4.312, 1.571, 5.043)
C (-3.301, 1.321, 4.129)
C (-3.578, 0.707, 2.911)
C (-4.888, 0.335, 2.627)
C (-5.908, 0.576, 3.533)
C (-2.484, 0.439, 1.937)
C (-1.540, -0.542, 2.289)
C (-1.414, -1.252, 3.503)
C (-0.318, -2.084, 3.374)
C (0.178, -1.893, 2.070)
C (1.427, -2.300, 1.362)
C (2.100, -3.585, 1.780)
C (3.393, -3.859, 1.333)
C (4.025, -5.048, 1.649)
C (3.356, -5.985, 2.421)
Cl (4.144, -7.476, 2.832)
C (2.064, -5.750, 2.857)
C (1.442, -4.556, 2.526)
C (2.341, -1.095, 1.328)
N (1.977, -0.117, 0.459)
C (2.989, 0.820, 0.421)
C (3.061, 1.774, -0.622)
C (4.293, 2.605, -0.693)
C (4.241, 3.978, -0.474)
C (5.391, 4.750, -0.535)
C (6.600, 4.138, -0.821)
Cl (8.045, 5.099, -0.902)
C (6.677, 2.773, -1.043)
C (5.521, 2.012, -0.972)
C (2.088, 1.950, -1.577)
C (2.174, 2.860, -2.691)
C (0.980, 2.857, -3.321)
C (0.102, 1.998, -2.554)
N (0.828, 1.355, -1.604)
C (-1.307, 1.993, -2.546)
C (-1.992, 1.753, -1.335)
C (-3.260, 2.340, -0.994)
C (-3.529, 2.005, 0.289)
C (-2.480, 1.145, 0.755)
N (-1.514, 1.063, -0.251)
C (-2.155, 2.378, -3.700)
C (-3.254, 1.556, -3.975)
C (-4.102, 1.801, -5.040)
C (-3.856, 2.887, -5.863)
Cl (-4.909, 3.207, -7.206)
C (-2.778, 3.720, -5.623)
C (-1.938, 3.461, -4.551)
C (3.942, 0.465, 1.384)
C (3.533, -0.747, 1.951)
N (-0.558, -0.974, 1.429)
H (-4.101, 2.055, 5.986)
H (-2.283, 1.610, 4.360)
H (-5.108, -0.163, 1.691)
H (-6.926, 0.283, 3.315)
H (-2.059, -1.157, 4.360)
H (0.094, -2.721, 4.139)
H (3.913, -3.133, 0.722)
H (5.028, -5.252, 1.302)
H (1.546, -6.497, 3.442)
H (0.418, -4.402, 2.832)
H (3.291, 4.446, -0.249)
H (5.355, 5.817, -0.362)
H (7.630, 2.316, -1.270)
H (5.569, 0.944, -1.144)
H (3.038, 3.452, -2.942)
H (0.723, 3.461, -4.170)
H (-3.845, 2.967, -1.646)
H (-4.379, 2.316, 0.874)
H (-3.424, 0.683, -3.358)
H (-4.937, 1.144, -5.239)
H (-2.601, 4.573, -6.262)
H (-1.139, 4.161, -4.369)
H (4.857, 0.996, 1.589)
H (4.064, -1.329, 2.686)
C (-2.531, -3.666, -1.895)
C (-1.378, -2.838, -1.401)
S (-1.376, -1.167, -1.912)
C (-0.361, -3.389, -0.726)
C (-0.221, -4.850, -0.404)
S (1.020, -2.318, -0.477)
H (-3.390, -3.038, -2.120)
H (-2.824, -4.406, -1.150)
H (-2.255, -4.203, -2.806)
H (-0.498, -5.468, -1.261)
H (-0.859, -5.137, 0.436)
H (0.802, -5.105, -0.130)

Partial charges, Mulliken, in e:
1. Os 0.5866
2. Cl -0.2184
3. C 0.3788
4. C -0.9247
5. C -0.1472
6. C -0.2398
7. C -0.0419
8. C -0.9685
9. C 1.1757
10. C -0.2750
11. C -0.9960
12. C -1.5158
13. C 0.0514
14. C 2.8054
15. C -0.7170
16. C -0.2526
17. C -1.2944
18. C 0.4642
19. Cl -0.2222
20. C -1.4060
21. C 0.2961
22. C -0.5046
23. N -0.0456
24. C -0.2150
25. C 0.8461
26. C -0.5567
27. C 0.0879
28. C -0.9666
29. C 0.3863
30. Cl -0.2175
31. C -0.9733
32. C -0.1012
33. C 0.2475
34. C -1.2977
35. C -1.4272
36. C 0.4219
37. N 0.3975
38. C 1.0919
39. C 0.7554
40. C -1.3956
41. C -1.2314
42. C -0.0618
43. N 0.3260
44. C -0.1441
45. C 0.1336
46. C -0.9977
47. C 0.4057
48. Cl -0.2212
49. C -1.1205
50. C -0.2136
51. C -0.7617
52. C -1.2911
53. N 0.1016
54. H 0.4135
55. H 0.5136
56. H 0.5473
57. H 0.4104
58. H 0.6009
59. H 0.7160
60. H 0.5048
61. H 0.4137
62. H 0.4327
63. H 0.6718
64. H 0.4893
65. H 0.4102
66. H 0.4069
67. H 0.5198
68. H 0.5710
69. H 0.5138
70. H 0.5646
71. H 0.5822
72. H 0.4318
73. H 0.4176
74. H 0.4190
75. H 0.4885
76. H 0.6452
77. H 0.6296
78. C -1.7892
79. C 1.4706
80. S -0.4279
81. C 0.2476
82. C -1.8735
83. S -0.3120
84. H 0.4268
85. H 0.4022
86. H 0.3633
87. H 0.5270
88. H 0.3238
89. H 0.3311